Below is a structure of composition C29H65AsBrClCsN5O6Si5, with properties calculated with the ωB97M-V functional and the def2-TZVPD basis.

Values from the calculation:
Maximum force in eV Å⁻¹: 0.77
Molar mass in g/mol: 1043.5
Net charge: -2
Relative energy (zero: lowest compared OMol25 entry of this formula, charge and spin) in kcal/mol: 2.65
Kohn-Sham gap (alpha / beta) in eV: 4.84 / 4.52

Cartesian coordinates (Å):
Cs -0.17083 0.89609 0.61262
Br -8.61646 2.20925 -1.40454
As 3.56903 0.73797 0.75126
Cl -0.21614 -0.32162 3.67060
Si 4.95444 -1.12573 1.03675
Si 4.01168 1.95100 2.70444
Si 4.59011 1.97010 -0.98716
Si 0.06777 -4.38313 2.01263
Si -0.16735 -4.37280 -3.51067
O 0.89768 -0.76507 2.83258
O -0.01607 1.06426 4.02694
O -0.27991 -1.13155 4.85163
O 1.22217 1.24728 -1.78855
O -1.42809 -0.46050 2.88466
O 0.42063 3.33272 -1.66011
N -2.50006 5.09571 -4.30767
N -0.31634 5.86532 -3.45584
N -0.84162 0.35192 -3.21877
N -3.36027 1.48019 -0.62448
N -1.96211 5.11442 -1.95834
C -5.38262 1.05996 -1.85132
C 0.25247 -3.45177 -0.65136
C 5.68026 2.83187 2.73374
C -0.73157 1.80206 -3.06161
C -4.12792 1.94358 0.36845
C 1.38474 -5.23386 -4.12349
C 2.63502 3.21522 2.85409
C -1.90136 2.76456 -5.12431
C 3.91766 0.76731 4.15723
C -6.17574 1.52483 -0.81322
C -4.00137 1.04722 -1.71282
C 0.44849 -6.05695 1.24633
C 0.44239 -3.02954 0.72074
C -5.51196 1.98782 0.31693
C 4.28614 1.07622 -2.60291
C 6.46168 2.16028 -0.79898
C -2.88995 3.69095 -4.41331
C -1.59595 -5.58754 -3.54458
C -0.58137 2.57745 -4.37832
C -1.74447 -4.25033 2.44544
C 0.09521 -3.81437 -1.79480
C 5.13486 -1.97380 -0.63359
C 1.12605 -4.15220 3.53438
C -0.54996 -2.90428 -4.60220
C -1.69554 5.58563 -3.24723
C 0.41818 2.15663 -2.10021
C 6.68803 -0.78541 1.70281
C 3.78637 3.65552 -1.00338
C 4.09037 -2.28521 2.24117
H 1.62082 -6.09660 -3.49708
H -2.51829 -5.11439 -3.20278
H 4.13150 -3.31498 1.87390
H 3.02479 0.14265 4.08921
H 0.98116 -3.16330 3.97203
H 6.65816 -0.31628 2.68827
H -3.36376 0.65619 -2.50232
H 1.46198 -2.65496 0.84771
H 1.25374 -5.57854 -5.15263
H -3.59473 2.31365 1.24118
H 1.49803 -6.11830 0.94734
H 1.71550 2.71014 3.16050
H 3.85498 1.34084 5.08673
H 6.73466 2.69785 0.10976
H -6.06608 2.38265 1.16303
H -1.38133 0.12469 -4.04682
H -2.04718 -5.03549 3.14266
H 5.48557 -3.00124 -0.49964
H -1.43721 -2.38011 -4.24189
H -0.23465 -2.20932 0.97351
H -0.05491 5.72027 -4.42172
H 2.24337 -4.56017 -4.09747
H 4.18305 4.24895 -1.83361
H 0.24875 -6.86163 1.95895
H 7.22375 -1.73609 1.79279
H -1.35098 4.34773 -1.66590
H -1.76226 -5.96410 -4.55735
H -2.93309 4.89354 -1.80011
H 4.87802 0.16273 -2.68855
H -3.07469 3.33055 -3.40133
H 2.70455 3.55599 -1.14259
H 0.13236 2.03790 -5.01140
H -2.39292 1.79352 -5.27207
H -5.83493 0.70227 -2.77159
H -0.72179 -3.21280 -5.63667
H -1.63424 2.15924 -2.55993
H 6.49629 2.15475 2.47587
H -3.85665 3.63664 -4.92253
H -1.70817 3.15487 -6.13116
H -1.39610 -6.43714 -2.88824
H 7.25710 -0.12700 1.04510
H 0.27895 5.27501 -2.87192
H 5.85365 -1.44682 -1.26555
H -0.14515 3.55527 -4.16774
H 6.85053 2.71396 -1.65974
H 0.86010 -4.90112 4.28573
H 3.96823 4.20825 -0.07790
H 2.18735 -4.26441 3.30081
H 5.70428 3.66496 2.02751
H -2.33646 5.55464 -5.18949
H 0.27688 -2.19132 -4.58789
H 4.18495 -2.00688 -1.17094
H 4.78990 0.11109 4.21284
H 6.96034 1.18914 -0.77593
H 2.44356 3.72423 1.90648
H -0.15630 -6.22549 0.35321
H 3.22618 0.83137 -2.68448
H 3.04201 -2.01805 2.38511
H -2.36824 -4.32728 1.55166
H 4.55527 1.73546 -3.43490
H -1.94659 -3.28180 2.90963
H 0.09062 -0.03644 -3.31661
H 5.86234 3.23262 3.73577
H 4.56321 -2.25696 3.22586
H 2.87307 3.97490 3.60421

Atom charges from the Löwdin analysis, given in e for atoms 1 to 5: atom 1 (Cs): 1.101, atom 2 (Br): -0.316, atom 3 (As): 0.822, atom 4 (Cl): 0.575, atom 5 (Si): 0.249

Below is a cluster of 2 separate species, C6H14O in total, with properties calculated with the ωB97M-V functional and the def2-TZVPD basis.

Values from the calculation:
Maximum force in eV Å⁻¹: 1.07
Molar mass in g/mol: 102.2
Net charge: 0
Relative energy (zero: lowest compared OMol25 entry of this formula, charge and spin) in kcal/mol: 94.77
Kohn-Sham gap in eV: 8.47

Cartesian coordinates (Å):
O -1.86927 -1.32489 0.44679
C -0.22487 2.27527 1.45028
C 0.08061 -0.05589 0.75540
C 0.78712 1.21794 -2.23867
C -0.57134 1.25143 0.45204
C -0.52554 -1.24179 0.01466
C 0.19568 -2.54947 0.30187
H 0.15438 -2.76989 1.37288
H 1.77335 1.46984 -1.84476
H -0.28394 -3.37701 -0.23459
H -0.35583 3.30960 1.11388
H -1.06731 2.07964 2.14304
H -0.02820 1.39044 -1.51719
H 0.59541 1.83095 -3.12133
H -2.25227 -2.09782 -0.01642
H 0.07463 -0.25502 1.84024
H -0.48022 -1.03901 -1.06441
H 0.70393 2.15918 2.03424
H 1.14956 0.05183 0.48519
H 1.24020 -2.49308 -0.02502
H 0.78827 0.16090 -2.51662

Atom charges from the natural (NBO) analysis, given in e for atoms 1 to 5: atom 1 (O): -0.713, atom 2 (C): -0.786, atom 3 (C): -0.616, atom 4 (C): -0.866, atom 5 (C): 0.214

Below is an isolated molecule of C2H3NO2S, with properties calculated with the ωB97M-V functional and the def2-TZVPD basis.

Values from the calculation:
Maximum force in eV Å⁻¹: 1.55
Molar mass in g/mol: 105.1
Net charge: 0
Relative energy (zero: lowest compared OMol25 entry of this formula, charge and spin) in kcal/mol: 70.72
Kohn-Sham gap in eV: 10.55
Structure (SMILES): O=CS/C=N\O

Cartesian coordinates (Å):
S -0.69462 0.66060 -0.08365
O 1.88900 -0.23579 -1.26229
O -0.65737 0.69698 2.46150
N 0.85266 -1.11568 -1.43141
C -0.46212 -0.02180 1.51687
C -0.33815 -0.73929 -1.10260
H -1.16626 -1.37448 -1.36198
H -0.27824 -1.10465 1.54151
H 1.53841 0.59637 -0.90049

Atom charges from the natural (NBO) analysis, given in e for atoms 1 to 5: atom 1 (S): 0.185, atom 2 (O): -0.514, atom 3 (O): -0.500, atom 4 (N): -0.032, atom 5 (C): 0.249

Below is a cluster of 3 separate species, C5H10O in total, with properties calculated with the ωB97M-V functional and the def2-TZVPD basis.

Values from the calculation:
Maximum force in eV Å⁻¹: 0.57
Molar mass in g/mol: 86.1
Net charge: 0
Relative energy (zero: lowest compared OMol25 entry of this formula, charge and spin) in kcal/mol: 106.11
Kohn-Sham gap in eV: 10.36
Structure (SMILES): CC1C=C1.[H][H].C=O

Cartesian coordinates (Å):
O 1.60308 -1.65539 1.11799
C -0.18619 1.51922 -0.37459
C 0.12517 0.78739 -1.39653
C -1.68793 -0.63947 -0.09436
C 2.08895 -1.04342 0.20056
C -1.26757 0.59980 -0.86545
H 2.13128 -1.46424 -0.82446
H -2.49691 -0.40618 0.60827
H -0.85295 -1.05715 0.47803
H 0.49899 0.83910 2.48962
H 0.08281 2.27315 0.35066
H -2.08873 1.04824 -1.43610
H 0.84531 0.50088 -2.14931
H 2.51970 -0.03292 0.32366
H -2.05558 -1.41772 -0.77432
H 0.74056 0.14871 2.34632

Atom charges from the natural (NBO) analysis, given in e for atoms 1 to 5: atom 1 (O): -0.509, atom 2 (C): -0.172, atom 3 (C): -0.211, atom 4 (C): -0.630, atom 5 (C): 0.282

Please write out number 3 again, unchanged.
Below is an isolated molecule of C2H3NO2S, with properties calculated with the ωB97M-V functional and the def2-TZVPD basis.

Values from the calculation:
Maximum force in eV Å⁻¹: 1.55
Molar mass in g/mol: 105.1
Net charge: 0
Relative energy (zero: lowest compared OMol25 entry of this formula, charge and spin) in kcal/mol: 70.72
Kohn-Sham gap in eV: 10.55
Structure (SMILES): O=CS/C=N\O

Cartesian coordinates (Å):
S -0.69462 0.66060 -0.08365
O 1.88900 -0.23579 -1.26229
O -0.65737 0.69698 2.46150
N 0.85266 -1.11568 -1.43141
C -0.46212 -0.02180 1.51687
C -0.33815 -0.73929 -1.10260
H -1.16626 -1.37448 -1.36198
H -0.27824 -1.10465 1.54151
H 1.53841 0.59637 -0.90049

Atom charges from the natural (NBO) analysis, given in e for atoms 1 to 5: atom 1 (S): 0.185, atom 2 (O): -0.514, atom 3 (O): -0.500, atom 4 (N): -0.032, atom 5 (C): 0.249